1.
94
Properties=species:S:1:pos:R:3 method="wB97M-V/def2-TZVPD" total_charge=0 energy_ha=-2077.43093 lumo_energy_ev=-0.441 spin_multiplicity=1 relative_energy_ev=0.000 smiles="N#C[C@@H](CC=O)[C@H](C#N)P(O)O.CCOCC.CCOCC.CCOCC.CCOCC.CCOCC"
N -2.250 2.155 -1.559
C -3.052 1.694 -0.769
C -4.211 1.236 0.283
C -5.615 1.451 -0.478
C -6.683 2.037 0.577
O -6.770 3.312 0.680
C -3.971 -0.242 0.900
C -5.251 -1.200 0.866
N -6.043 -2.055 0.510
P -3.528 -0.041 2.778
O -2.371 1.232 2.990
O -5.014 0.515 3.497
H -4.182 1.998 1.155
H -5.440 2.308 -1.245
H -5.986 0.559 -1.090
H -7.362 1.418 1.262
H -3.044 -0.698 0.405
H -1.604 1.013 2.405
H -5.153 1.412 3.076
C 1.261 -2.849 -2.205
C 0.957 -2.073 -0.936
O -0.355 -2.284 -0.448
C -0.690 -3.613 -0.071
C 0.167 -4.154 1.060
H 0.492 -2.671 -2.961
H 2.232 -2.553 -2.610
H 1.291 -3.926 -2.018
H 1.026 -1.003 -1.152
H 1.698 -2.283 -0.159
H -0.661 -4.277 -0.941
H -1.732 -3.584 0.261
H 1.204 -4.291 0.743
H -0.211 -5.123 1.395
H 0.172 -3.462 1.907
C 5.075 -6.939 -1.705
C 4.777 -6.157 -0.438
O 3.459 -6.361 0.055
C 3.123 -7.690 0.433
C 3.980 -8.231 1.563
H 4.310 -6.754 -2.464
H 6.050 -6.655 -2.109
H 5.094 -8.016 -1.516
H 4.861 -5.089 -0.658
H 5.513 -6.373 0.343
H 3.151 -8.352 -0.438
H 2.081 -7.660 0.766
H 5.017 -8.369 1.247
H 3.602 -9.201 1.898
H 3.985 -7.540 2.411
C -1.611 0.791 6.177
C -2.730 -0.186 6.491
O -2.377 -1.151 7.475
C -2.042 -0.647 8.761
C -3.180 0.101 9.432
H -0.689 0.257 5.931
H -1.887 1.429 5.334
H -1.395 1.440 7.030
H -2.971 -0.747 5.583
H -3.645 0.339 6.783
H -1.140 -0.029 8.705
H -1.784 -1.516 9.373
H -3.411 1.031 8.906
H -2.914 0.357 10.461
H -4.090 -0.505 9.440
C 0.943 1.775 -3.277
C 2.333 1.681 -2.672
O 3.264 0.992 -3.496
C 3.526 1.567 -4.770
C 4.128 2.959 -4.692
H 0.584 0.787 -3.578
H 0.241 2.201 -2.556
H 0.937 2.410 -4.166
H 2.268 1.115 -1.738
H 2.719 2.672 -2.409
H 2.621 1.561 -5.384
H 4.241 0.903 -5.265
H 3.414 3.681 -4.289
H 4.425 3.302 -5.686
H 5.005 2.966 -4.037
C 1.878 8.700 -4.638
C 1.246 7.621 -5.500
O 1.405 6.310 -4.974
C 0.818 6.065 -3.702
C -0.690 6.240 -3.691
H 2.922 8.459 -4.419
H 1.836 9.667 -5.144
H 1.359 8.802 -3.681
H 1.739 7.622 -6.477
H 0.188 7.832 -5.686
H 1.295 6.685 -2.936
H 1.052 5.026 -3.451
H -0.972 7.285 -3.843
H -1.104 5.921 -2.731
H -1.155 5.656 -4.490



2.
47
Properties=species:S:1:pos:R:3 method="wB97M-V/def2-TZVPD" total_charge=+3 energy_ha=-1676.11666 lumo_energy_ev="-10.261 / -14.568" spin_multiplicity=5 relative_energy_ev=0.039 s_squared=6.04
Pd -0.196 0.078 0.634
P 1.939 -0.709 0.578
C 2.243 -0.833 -1.205
C 1.046 -1.468 -1.850
N -0.143 -1.107 -1.347
C -1.291 -1.529 -1.886
C -1.280 -2.467 -2.926
C -0.055 -2.900 -3.435
C 1.128 -2.379 -2.911
C -2.579 -0.977 -1.301
P -2.206 0.538 -0.350
H 2.115 -2.657 -3.278
H -2.238 -2.816 -3.310
H -0.024 -3.635 -4.236
H -3.329 -0.768 -2.076
H -3.029 -1.691 -0.593
H 2.314 0.270 -1.546
H 3.171 -1.372 -1.420
H 1.324 2.338 -1.048
O 2.072 1.841 -1.577
H 2.295 2.337 -2.378
H 0.151 2.537 0.703
O 0.252 2.991 -0.192
H 0.439 3.927 -0.007
C -2.392 1.899 -1.524
H -3.407 1.885 -1.946
H -2.190 2.851 -1.015
H -1.672 1.790 -2.344
C -3.454 0.730 0.933
H -3.265 1.691 1.432
H -4.464 0.707 0.504
H -3.312 -0.071 1.669
C 1.884 -2.360 1.279
H 2.900 -2.765 1.348
H 1.412 -2.279 2.267
H 1.265 -3.005 0.648
C 3.332 0.175 1.281
H 3.076 0.469 2.306
H 4.214 -0.480 1.287
H 3.527 1.073 0.682
C -0.224 1.377 4.651
C -0.224 0.894 3.222
O -0.541 -0.314 2.970
O 0.106 1.720 2.285
H -1.235 1.310 5.057
H 0.116 2.411 4.708
H 0.426 0.741 5.256



3.
42
Properties=species:S:1:pos:R:3 method="wB97M-V/def2-TZVPD" total_charge=-1 energy_ha=-918.11049 lumo_energy_ev=3.027 spin_multiplicity=1 relative_energy_ev=3.554
C -2.666 -0.170 1.292
N -3.981 -0.093 0.591
C 0.649 2.929 -3.222
O -0.445 3.431 -3.286
C -1.645 -1.074 0.625
C -2.056 -2.511 0.444
C -1.446 -3.179 -0.878
N -0.165 -2.627 -1.321
H -2.265 0.843 1.364
H -2.840 -0.498 2.321
H -4.658 -0.584 1.149
H 0.867 1.926 -3.620
H 1.459 3.468 -2.698
H -1.337 -0.564 -0.297
H -0.666 -1.052 1.122
H -1.620 -3.173 1.205
H -3.063 -2.945 0.398
H -1.173 -4.174 -0.537
H -2.103 -2.932 -1.708
H 0.694 -2.842 -0.853
H -0.240 -1.725 -1.759
H -0.076 3.187 1.344
H 2.270 -1.379 0.745
O 0.735 2.709 1.524
H 2.652 -0.186 -1.125
H 3.113 -1.443 -1.904
O 2.878 -0.517 -2.000
H 0.644 1.533 1.674
H 0.307 0.297 2.719
O 0.742 0.308 1.859
H 3.246 2.047 2.494
H -3.783 -0.447 -0.319
O 3.087 1.127 2.703
H 2.400 2.512 -0.843
H 1.973 3.035 0.626
O 2.560 3.185 -0.188
H -1.280 1.374 -2.031
H -0.515 0.576 -0.913
O -0.650 0.667 -1.860
H 2.269 0.839 2.214
H 2.970 -0.668 1.866
O 3.157 -1.209 1.081



4.
38
Properties=species:S:1:pos:R:3 method="wB97M-V/def2-TZVPD" total_charge=0 energy_ha=-842.54740 lumo_energy_ev=0.729 spin_multiplicity=1 relative_energy_ev=1.770 smiles="CN(C)C(=O)Oc1cc(CCC2CCCC2)on1"
C 4.673 -2.980 -1.050
N 3.507 -3.140 -0.143
C 3.754 -3.328 1.302
C 2.220 -2.872 -0.597
O 1.978 -2.817 -1.805
O 1.288 -2.800 0.384
C 0.097 -2.150 0.135
C -0.230 -1.187 -0.874
C -1.541 -0.917 -0.646
C -2.462 -0.098 -1.509
C -3.017 1.143 -0.817
C -1.939 2.145 -0.303
C -1.375 1.773 1.032
C -0.787 3.062 1.607
C -1.518 4.236 0.912
C -2.512 3.528 -0.043
O -1.975 -1.534 0.490
N -0.897 -2.334 0.954
H 4.833 -1.903 -1.235
H 4.452 -3.477 -1.974
H 5.606 -3.375 -0.616
H 3.227 -4.212 1.660
H 4.829 -3.492 1.483
H 3.420 -2.452 1.858
H 0.377 -0.839 -1.698
H -3.309 -0.759 -1.791
H -1.908 0.185 -2.394
H -3.656 0.830 0.036
H -3.672 1.631 -1.562
H -1.149 2.219 -1.024
H -0.536 1.043 0.995
H -2.189 1.341 1.648
H 0.290 3.133 1.421
H -0.947 3.133 2.699
H -2.003 4.875 1.619
H -0.804 4.848 0.346
H -2.631 4.104 -0.963
H -3.492 3.434 0.460



5.
7
Properties=species:S:1:pos:R:3 method="wB97M-V/def2-TZVPD" total_charge=0 energy_ha=-882.89046 lumo_energy_ev=-0.367 spin_multiplicity=1 relative_energy_ev=3.164 smiles="C#[N+][O-].O=PI"
C -0.138 0.021 2.279
N -0.339 0.146 1.160
O -0.395 -0.198 0.025
H -0.151 0.357 3.270
O 1.135 1.101 -2.000
P 0.997 -0.321 -1.952
I -1.109 -1.107 -2.782



6.
14
Properties=species:S:1:pos:R:3 method="wB97M-V/def2-TZVPD" total_charge=0 energy_ha=-270.46861 lumo_energy_ev=1.185 spin_multiplicity=1 relative_energy_ev=2.429 smiles="C=CO/C=C/C"
C -0.091 -2.498 0.057
C -0.349 -1.916 -1.137
O -0.215 -0.597 -1.425
C -0.264 0.261 -0.389
C 0.385 1.407 -0.282
C 0.267 2.275 0.964
H -0.352 -3.532 0.227
H 0.296 -2.042 0.958
H -0.252 -2.593 -1.957
H -1.005 -0.169 0.390
H 0.841 1.870 -1.220
H -0.451 3.085 0.800
H -0.012 1.668 1.820
H 1.201 2.779 1.194



7.
28
Properties=species:S:1:pos:R:3 method="wB97M-V/def2-TZVPD" total_charge=+1 energy_ha=-557.45718 lumo_energy_ev=-2.730 spin_multiplicity=1 relative_energy_ev=2.663 smiles="C=CC[NH+](CC=C)C(O)(O)C=C"
C 0.117 -3.463 -0.308
C -0.218 -2.374 0.357
C -0.645 -1.091 -0.289
N 0.011 0.092 0.309
C -0.692 1.346 -0.037
C -2.049 1.409 0.602
C -3.170 1.606 -0.066
C 1.675 0.191 -0.126
O 2.188 -1.003 0.259
O 1.651 0.340 -1.458
C 2.201 1.378 0.619
C 2.629 2.475 0.014
H 0.373 -4.373 0.201
H 0.136 -3.497 -1.384
H -0.251 -2.380 1.438
H -1.725 -0.959 -0.153
H -0.438 -1.098 -1.362
H 0.003 -0.023 1.327
H -0.085 2.184 0.318
H -0.765 1.408 -1.124
H -2.057 1.317 1.681
H -4.119 1.680 0.437
H -3.184 1.719 -1.138
H 2.784 -0.936 1.019
H 1.781 -0.514 -1.897
H 2.264 1.248 1.692
H 3.051 3.294 0.569
H 2.573 2.579 -1.057



8.
23
Properties=species:S:1:pos:R:3 method="wB97M-V/def2-TZVPD" total_charge=0 energy_ha=-367.63130 lumo_energy_ev=0.767 spin_multiplicity=1 relative_energy_ev=0.000 smiles="CC(C)(C)C(N)=O.C"
C -0.827 0.415 1.456
C -0.036 0.906 0.242
C -0.974 1.055 -0.959
C 0.610 2.262 0.557
C 1.124 -0.014 -0.163
N 1.608 -0.835 0.797
O 1.627 0.029 -1.265
H -0.244 0.483 2.373
H -1.706 1.041 1.583
H -1.163 -0.610 1.320
H -1.543 0.142 -1.118
H -1.670 1.875 -0.797
H -0.392 1.257 -1.854
H 1.310 2.174 1.386
H 1.152 2.625 -0.313
H -0.154 2.990 0.822
H 1.183 -0.933 1.698
H 2.373 -1.446 0.553
C -0.456 -2.680 -1.264
H -0.028 -1.871 -1.839
H -1.102 -3.275 -1.897
H 0.340 -3.305 -0.879
H -1.032 -2.283 -0.439